Here is 13 unconnected molecules or ions with the total composition C77H159N8O18 from the Open Molecules 2025 dataset. Energies are from ωB97M-V/def2-TZVPD.

- LUMO energy: -6.8 eV
- Charge: +3
- 2S+1: 1
- HOMO-LUMO gap: 4.985 eV

Last column: Mulliken charge in e.
Geometry (Å):
C 15.0692 -30.6605 3.5001  -0.5316
C 13.9014 -30.5983 2.4504  -0.5844
C 14.1802 -30.1480 1.0059  0.1267
C 14.8805 -28.7739 0.9672  -0.4648
N 14.3174 -27.7821 0.0408  1.0978
C 15.0262 -26.4726 0.2476  -0.0970
C 14.2556 -25.4708 -0.5754  -0.6105
C 12.8727 -26.0604 -0.6170  0.5005
C 12.9022 -27.3562 0.2013  -0.8438
C 14.5794 -28.2895 -1.2921  2.1290
H 15.6631 -31.5621 3.3992  -0.2246
H 14.6711 -30.6249 4.5312  0.5108
H 15.6995 -29.7695 3.4101  0.0363
H 13.1522 -29.9240 2.8132  -0.3495
H 13.3508 -31.5207 2.3193  0.7684
H 13.2251 -29.9671 0.4741  0.6730
H 14.7513 -30.9182 0.5084  -0.6483
H 15.9516 -28.7607 0.7701  -0.5353
H 14.6718 -28.3916 1.9710  0.9318
H 15.9993 -26.5962 -0.1045  -0.4169
H 15.0296 -26.2951 1.3311  0.5268
H 14.6747 -25.2233 -1.5315  0.1328
H 14.2474 -24.5015 -0.0785  0.4803
H 12.5799 -26.2596 -1.6690  -1.2486
H 12.1529 -25.3349 -0.2181  0.9028
H 12.2257 -28.1750 -0.1355  0.6209
H 12.5420 -27.1738 1.2148  -0.1615
H 14.0913 -29.2538 -1.3504  0.8078
H 15.6354 -28.3651 -1.5055  -1.8682
H 14.1584 -27.7109 -2.0994  -0.6565
C 10.9815 -27.9307 -3.2325  -1.2238
C 12.1057 -27.8262 -4.2197  1.2803
C 11.6547 -28.1425 -5.7096  -0.4751
C 12.8895 -28.6919 -6.3936  -0.4660
N 12.9056 -28.5188 -7.9294  0.5029
C 14.3487 -28.9771 -8.4415  -0.3605
C 14.7705 -27.7496 -9.2522  -0.4870
C 13.4850 -27.0223 -9.6640  -0.8431
C 12.7675 -27.0845 -8.3433  -0.6669
C 11.8351 -29.3662 -8.5811  -0.9694
H 10.6621 -28.9946 -3.1693  0.4814
H 10.0783 -27.3022 -3.3841  0.0184
H 11.2915 -27.6802 -2.2048  0.0040
H 12.9281 -28.5303 -3.9347  -0.3956
H 12.5499 -26.8200 -4.2667  -0.1149
H 11.3517 -27.1906 -6.1886  0.2123
H 10.7531 -28.7877 -5.6223  0.3342
H 13.0528 -29.7082 -6.1704  0.7654
H 13.7534 -28.0423 -6.1510  -0.3501
H 14.1727 -29.8861 -9.0368  0.4418
H 14.9624 -29.0934 -7.5556  0.2182
H 15.3830 -27.9908 -10.1273  0.4467
H 15.3375 -27.1303 -8.5251  0.1169
H 12.9491 -27.4880 -10.4480  0.3377
H 13.7022 -25.9981 -9.9188  0.4667
H 11.7536 -26.7017 -8.3367  0.2997
H 13.3068 -26.5724 -7.6009  0.5337
H 11.7680 -29.1138 -9.6326  0.3728
H 10.9366 -29.2683 -8.0136  0.2917
H 12.1849 -30.3961 -8.5210  0.3733
C 13.8809 -39.0417 7.2466  -1.2099
C 14.9064 -39.3561 6.1514  -0.5637
C 14.7729 -38.2351 5.1054  -0.2397
C 16.0312 -37.3839 5.2187  -1.2362
N 16.2628 -36.2163 4.2073  0.7345
C 16.5253 -36.6928 2.7692  -0.4519
C 17.8280 -36.0925 2.3002  -0.8297
C 18.0903 -34.8973 3.2385  0.2724
C 17.4932 -35.4650 4.5536  -0.9331
C 15.0444 -35.2919 4.1372  -0.9891
H 13.5315 -39.9008 7.8341  0.3767
H 12.9738 -38.7578 6.6447  0.3459
H 14.1449 -38.1745 7.8298  0.2870
H 14.9023 -40.3373 5.7249  0.4108
H 15.9974 -39.3930 6.4445  0.3391
H 13.9417 -37.5787 5.3867  0.3693
H 14.5631 -38.6216 4.0993  0.3595
H 16.9788 -38.0098 5.1882  0.5226
H 16.0660 -36.8594 6.1585  0.3350
H 15.7183 -36.3340 2.1148  0.3618
H 16.5692 -37.7835 2.8797  0.3949
H 17.8749 -35.9471 1.2215  0.2406
H 18.5733 -36.8372 2.5394  0.4606
H 17.5019 -34.0171 2.9666  -0.4939
H 19.1486 -34.6685 3.3852  0.5684
H 17.3647 -34.6697 5.2813  0.3103
H 18.1913 -36.2420 4.9323  0.3737
H 15.1981 -34.6163 3.2692  0.1437
H 14.8578 -34.7881 5.0815  0.3450
H 14.2345 -35.9285 3.8329  0.4062
C 25.0448 -26.8887 2.9665  -1.2022
C 24.4171 -28.2546 2.6669  -0.7576
C 23.1416 -28.1274 1.9638  -0.3217
C 22.0166 -27.6655 2.8822  -1.0464
N 20.6187 -27.9059 2.3964  0.9715
C 19.6707 -27.0012 3.2507  -0.1992
C 18.6311 -27.8775 3.7929  -0.7529
C 18.6479 -29.0641 2.7781  0.5034
C 20.1230 -29.2525 2.5116  -1.0623
C 20.5118 -27.4584 0.9612  -0.9404
H 26.0168 -26.9378 3.4501  0.3948
H 24.4415 -26.2160 3.6088  0.2778
H 25.3199 -26.4150 2.0061  0.3107
H 24.4023 -28.9390 3.5160  0.4153
H 25.1263 -28.6356 1.9253  0.3120
H 23.0402 -29.1370 1.4357  0.3123
H 23.3833 -27.4688 1.1450  0.3586
H 22.0180 -26.5854 3.0490  0.6169
H 22.0367 -28.1876 3.8339  0.3448
H 19.2384 -26.2183 2.5523  -0.0103
H 20.2407 -26.4908 4.0548  0.4288
H 17.7355 -27.2519 3.8155  0.3579
H 18.9100 -28.2759 4.7484  0.4551
H 18.1275 -28.7870 1.8110  -0.8206
H 18.1177 -29.9321 3.1790  0.6811
H 20.2027 -29.6787 1.4937  0.2963
H 20.6145 -29.9162 3.2336  0.4194
H 19.4670 -27.6186 0.6887  -0.4909
H 21.0358 -28.1916 0.3271  0.3617
H 20.8902 -26.4425 0.8918  0.5979
C 11.5686 -23.7467 -3.2240  -0.2901
C 10.7682 -22.9494 -4.2715  -0.8009
C 9.3225 -22.5193 -3.7769  -0.7464
C 8.5595 -23.8529 -3.5189  -1.1586
N 7.1137 -23.8000 -3.3946  0.6645
C 6.6601 -22.7919 -2.4017  -0.6700
C 5.3869 -23.2752 -1.8482  -0.7691
C 5.4496 -24.7923 -1.8341  -0.6636
C 6.6283 -25.0822 -2.7544  -0.6619
C 6.4922 -23.6253 -4.6997  -0.9221
H 12.6576 -24.0074 -3.4317  0.1251
H 11.1259 -24.7316 -3.0202  -0.2213
H 11.5463 -23.1769 -2.2864  0.3972
H 10.5998 -23.6126 -5.1369  0.2815
H 11.4858 -22.1968 -4.6343  0.4082
H 8.8014 -21.9661 -4.5096  0.4977
H 9.2918 -22.0121 -2.8141  0.4037
H 8.9406 -24.3330 -2.5991  0.3298
H 8.8085 -24.5072 -4.3400  0.5555
H 6.6739 -21.7889 -2.8603  0.4757
H 7.3930 -22.7281 -1.5508  0.3331
H 4.5439 -22.9199 -2.4126  0.3219
H 5.3191 -22.9124 -0.8583  0.4194
H 4.5219 -25.2091 -2.2307  0.2688
H 5.6596 -25.2255 -0.8465  0.4032
H 6.3712 -25.7609 -3.5540  0.5976
H 7.3804 -25.5460 -2.1447  0.2231
H 6.3716 -22.6036 -5.0704  0.3114
H 5.5575 -24.1177 -4.7408  0.4553
H 7.0353 -24.1884 -5.4616  0.3730
C 17.1577 -23.5433 -4.7280  -2.2409
C 18.5402 -23.9579 -5.1784  2.2074
C 19.2686 -23.1100 -6.1593  -1.4646
C 19.9072 -21.8061 -5.5933  -0.9632
C 20.7527 -22.2008 -4.4395  -1.2331
C 20.0674 -22.9023 -3.3466  1.1433
N 19.3947 -24.0534 -4.0494  1.0370
O 19.4785 -25.0451 -3.4694  -0.4384
C 19.1605 -21.9837 -2.5360  -1.2862
C 21.0443 -23.5160 -2.3678  -1.9694
C 18.4818 -25.2698 -5.7902  -1.8118
H 17.1175 -22.4624 -4.5290  0.3514
H 16.9825 -24.1626 -3.9140  0.5613
H 16.4718 -23.8768 -5.4685  0.6484
H 18.6001 -22.8571 -6.9434  0.5197
H 19.9933 -23.7474 -6.6987  0.5392
H 19.1123 -21.1818 -5.2940  0.4918
H 20.4697 -21.2590 -6.3208  0.4504
H 21.2065 -21.3016 -3.9242  0.3034
H 21.5723 -22.8504 -4.6989  0.4765
H 19.8484 -21.6178 -1.8101  0.5425
H 18.3943 -22.5611 -1.9504  0.2394
H 18.7305 -21.2294 -3.2529  0.3367
H 20.4945 -23.9117 -1.5058  0.4608
H 21.5730 -22.6464 -1.9547  0.5362
H 21.8501 -24.1874 -2.7015  0.4200
H 19.4820 -25.7276 -5.9319  0.5244
H 18.0900 -25.0633 -6.7825  0.5593
H 17.8220 -26.0746 -5.3416  -0.0066
C 13.1220 -32.6245 -4.0447  -2.6260
C 14.2388 -33.6230 -4.2761  1.6232
C 14.5732 -33.7517 -5.7172  -0.7569
C 15.8141 -34.6041 -5.9247  -0.8929
C 16.9963 -33.9239 -5.1708  -1.2325
C 16.7867 -33.6139 -3.6598  1.9970
N 15.4357 -33.0907 -3.5399  1.1475
O 15.2239 -32.1224 -2.7668  0.0342
C 17.8113 -32.6528 -3.1515  -2.2878
C 16.9008 -34.9115 -2.7547  -2.0798
C 13.8654 -34.9349 -3.5972  -1.7542
H 13.4426 -31.6031 -4.2367  0.6181
H 12.7511 -32.7912 -3.0650  0.4780
H 12.2707 -32.9161 -4.6237  0.5861
H 14.7745 -32.7150 -6.1130  0.1142
H 13.6045 -34.1178 -6.2219  0.4003
H 16.0423 -34.6287 -6.9821  0.4936
H 15.6023 -35.6108 -5.6460  0.4005
H 17.0605 -32.9113 -5.6839  0.2956
H 17.9417 -34.4029 -5.3430  0.4313
H 17.8035 -31.7374 -3.7208  0.4540
H 18.8748 -33.0124 -3.1620  0.4516
H 17.5240 -32.3849 -2.1609  0.5282
H 17.9401 -34.9219 -2.3760  0.5053
H 16.7354 -35.8256 -3.3271  0.4079
H 16.2426 -34.9171 -1.9206  0.5519
H 14.7016 -35.6240 -3.5852  0.4069
H 13.0544 -35.4794 -4.0803  0.4096
H 13.5935 -34.8378 -2.5488  0.3601
C 10.6036 -28.8267 9.2725  -1.7854
C 10.2082 -28.6381 7.8596  1.1061
C 9.4214 -27.3414 7.6230  -1.2648
C 9.1490 -27.1355 6.1202  -0.9241
C 10.4770 -26.9779 5.3382  -0.8796
C 11.3505 -28.1899 5.2997  1.8320
N 11.3907 -28.6290 6.8944  0.8366
O 12.1947 -29.4552 7.2162  -0.4077
C 12.7399 -28.0256 4.9324  -1.6877
C 10.7389 -29.4563 4.5693  -1.1538
C 9.2663 -29.8891 7.5486  -1.5298
H 11.3005 -27.9753 9.5385  0.3891
H 11.1476 -29.7620 9.3709  0.4357
H 9.8698 -28.7347 10.0201  0.4687
H 10.0133 -26.4469 7.9743  0.3973
H 8.6015 -27.2724 8.3020  0.5102
H 8.5625 -26.2555 5.9195  0.4754
H 8.6534 -27.9386 5.5887  0.4905
H 11.1140 -26.1458 5.6313  0.5711
H 10.2455 -26.7995 4.2569  0.1347
H 13.2593 -27.6177 5.8074  0.5884
H 12.8320 -27.2502 4.1438  0.4145
H 13.2374 -28.9319 4.6557  -0.0820
H 9.7006 -29.5019 4.8228  0.4725
H 11.4003 -30.3256 4.6494  0.3304
H 10.6966 -29.1371 3.5139  0.0617
H 8.7292 -29.9465 8.4441  0.6008
H 9.8787 -30.7869 7.5112  0.3667
H 8.5840 -29.7086 6.6899  0.2980
O 16.5467 -32.7085 1.4252  0.0649
C 15.9012 -33.4361 0.5655  0.2599
O 15.8003 -32.9910 -0.6182  -0.5496
O 15.4912 -34.5754 0.8664  -0.7560
H 16.8403 -31.9690 0.8082  -0.0264
O 19.5604 -28.4664 -1.6336  -0.4974
C 18.1875 -28.9646 -1.3608  -0.1335
O 18.2687 -29.5302 -0.2825  -0.4409
O 17.3708 -28.5750 -2.2366  -0.5040
H 19.4350 -27.8819 -2.4311  0.2128
O 18.4641 -25.8447 -0.4114  0.6454
C 17.6908 -24.9927 0.3621  0.5410
O 17.3777 -23.9255 -0.1711  -0.7007
O 17.5095 -25.3130 1.5817  -0.7420
H 18.6583 -25.6203 -1.3615  -0.3690
O 15.9306 -27.4200 -4.7314  -0.5551
C 15.0428 -26.2904 -4.7541  0.2784
O 14.4977 -26.1281 -5.8952  -0.8217
O 14.8254 -25.7360 -3.6585  -0.2209
H 16.3395 -27.4682 -3.8246  0.3333
O 9.0749 -29.3106 1.1959  -0.5383
C 9.3209 -27.9409 1.4273  0.6117
O 8.8834 -27.1474 0.5674  -0.7440
O 10.0124 -27.7027 2.4331  -0.6206
H 8.4616 -29.2752 0.4034  0.2933

Cartesian forces (eV/Å) of the 6 atoms listed first:
-0.99 0.28 -0.47
0.18 0.06 -0.08
0.43 0.79 -0.16
-0.42 -0.43 1.72
0.12 0.86 0.58
-0.37 0.18 0.33